The following is a quantum chemistry calculation of a molecular structure, C23H17Br2Cl2IrN3O3S at a distorted geometry, from the Open Molecules 2025 dataset.

Each line ends with the Löwdin charge.
Cartesian coordinates (Å):
1 Ir 0.284 0.312 -0.150  1.09
2 Cl 0.583 5.387 0.370  0.78
3 C 0.578 4.257 1.655  -0.59
4 C 0.653 4.689 2.988  -0.08
5 C 0.646 3.799 4.027  -0.60
6 Cl 0.741 4.363 5.644  0.78
7 C 0.565 2.412 3.761  -0.15
8 C 0.555 1.404 4.744  0.04
9 C 0.490 0.082 4.364  0.00
10 C 0.430 -0.236 3.007  -0.10
11 N 0.428 0.695 2.065  -0.01
12 C 0.497 2.002 2.413  -0.16
13 C 0.495 2.909 1.342  -0.44
14 O 0.413 2.459 0.108  -0.34
15 H 0.713 5.749 3.194  0.12
16 H 0.598 1.679 5.789  0.11
17 H 0.488 -0.707 5.102  0.13
18 H 0.379 -1.270 2.689  0.11
19 Br -2.848 3.083 0.576  0.73
20 C -3.623 1.431 0.001  -0.97
21 Br -2.525 -0.100 0.511  0.72
22 H -3.703 1.422 -1.078  0.00
23 H -4.581 1.297 0.489  0.02
24 O 3.095 1.269 -0.237  0.25
25 C 2.187 0.662 -0.492  -0.17
26 S -0.893 1.422 -2.078  0.87
27 C -0.378 1.030 -3.645  -0.61
28 C -1.031 1.680 -4.726  -0.07
29 C -0.664 1.385 -6.016  -0.03
30 C 0.336 0.441 -6.260  0.01
31 C 0.991 -0.198 -5.198  -0.03
32 C 0.649 0.090 -3.903  -0.09
33 H -1.811 2.401 -4.521  0.12
34 H -1.157 1.883 -6.839  0.13
35 H 0.604 0.195 -7.279  0.13
36 H 1.769 -0.920 -5.405  0.12
37 H 1.142 -0.389 -3.069  0.06
38 N -2.016 -4.902 1.494  0.20
39 C -0.672 -4.885 1.641  -0.51
40 O -0.066 -5.447 2.520  0.12
41 C 0.099 -4.031 0.658  -0.09
42 C 1.247 -4.535 0.060  0.06
43 C 1.990 -3.700 -0.759  0.01
44 C 1.605 -2.382 -0.895  -0.12
45 N 0.522 -1.880 -0.284  -0.09
46 C -0.236 -2.707 0.452  -0.11
47 H -2.551 -5.498 2.107  0.13
48 H -2.485 -4.490 0.707  0.11
49 H 1.540 -5.563 0.228  0.15
50 H 2.874 -4.055 -1.268  0.13
51 H 2.187 -1.702 -1.501  0.09
52 H -1.132 -2.293 0.894  0.05

The calculation puts the HOMO energy (alpha / beta) at -13.1 / -13.1 eV. The LUMO energy (alpha / beta) is -8.21 / -8.69 eV. The expectation value of S² is 0.7784. As for the total charge: +2. For the relative energy (zero: lowest compared OMol25 entry of this formula, charge and spin), the calculation gives 2.569 eV. For the HOMO-LUMO gap (alpha / beta), the calculation gives 4.919 / 4.440 eV. Its spin multiplicity is 2.